[1]
This record from the Open Molecules 2025 dataset describes a molecular structure, C40H45Br2GeN4O2PSn at a distorted geometry. The level of theory is ωB97M-V/def2-TZVPD.

CARTESIAN COORDINATES (ANGSTROEM)
Sn1 0.30 0.02 -1.60
C1 1.00 3.11 -2.94
C2 1.11 3.12 -1.47
C3 1.42 4.32 -0.76
C4 1.61 4.24 0.63
C5 1.34 3.06 1.32
C6 1.13 2.90 2.77
Br1 0.96 4.51 3.72
C7 1.15 1.67 3.35
C8 1.40 0.45 2.60
Br2 1.76 -1.18 3.49
C9 1.31 0.57 1.18
O1 1.39 -0.53 0.35
C10 1.18 1.91 0.56
N1 1.00 1.97 -0.79
H1 1.63 2.37 -3.37
H2 1.38 4.10 -3.25
H3 -0.04 3.05 -3.26
H4 1.63 5.22 -1.30
H5 1.93 5.13 1.27
H6 0.99 1.69 4.39
C11 2.19 -5.86 1.13
C12 3.39 -5.45 0.53
C13 3.75 -4.13 0.45
C14 2.79 -3.14 0.80
C15 1.54 -3.54 1.29
C16 1.32 -4.87 1.59
Ge1 3.20 -1.41 0.07
C17 4.64 -0.60 1.07
C18 5.25 -1.40 2.11
C19 6.18 -0.87 2.99
C20 6.58 0.46 2.86
C21 5.97 1.25 1.89
C22 5.06 0.72 0.95
C23 3.32 -1.50 -1.91
C24 2.48 -2.37 -2.68
C25 2.66 -2.47 -4.06
C26 3.44 -1.53 -4.69
C27 4.21 -0.61 -3.98
C28 4.20 -0.66 -2.57
H7 1.89 -6.91 1.23
H8 4.09 -6.25 0.15
H9 4.83 -3.75 0.29
H10 0.77 -2.74 1.46
H11 0.42 -5.18 2.15
H12 4.93 -2.43 2.28
H13 6.68 -1.56 3.69
H14 7.34 0.83 3.52
H15 6.11 2.32 1.80
H16 4.72 1.35 0.17
H17 1.79 -3.09 -2.20
H18 2.07 -3.27 -4.57
H19 3.35 -1.41 -5.77
H20 4.86 0.10 -4.52
H21 4.79 0.00 -1.95
O2 -1.55 -0.04 -0.58
P1 -3.04 0.32 -0.47
N2 -3.28 1.83 -1.11
C29 -4.16 2.03 -2.22
C30 -4.65 3.50 -2.13
C31 -3.58 4.28 -1.33
C32 -2.74 3.18 -0.64
N3 -3.97 -0.85 -1.24
C33 -5.37 -1.21 -0.93
C34 -5.37 -2.72 -0.73
C35 -3.90 -3.21 -1.01
C36 -3.30 -2.05 -1.83
N4 -3.22 0.45 1.16
C37 -4.31 1.14 1.89
C38 -3.65 1.35 3.28
C39 -3.02 0.01 3.51
C40 -2.72 -0.61 2.11
H22 -4.86 1.22 -2.23
H23 -3.67 1.98 -3.18
H24 -5.62 3.59 -1.65
H25 -4.86 3.82 -3.13
H26 -4.02 4.98 -0.60
H27 -2.94 4.85 -2.08
H28 -2.73 3.20 0.50
H29 -1.71 3.21 -0.92
H30 -5.96 -0.98 -1.86
H31 -5.72 -0.62 -0.04
H32 -6.03 -3.17 -1.45
H33 -5.65 -2.99 0.27
H34 -3.94 -4.06 -1.67
H35 -3.28 -3.40 -0.10
H36 -3.64 -2.21 -2.88
H37 -2.19 -2.07 -1.83
H38 -5.24 0.52 1.94
H39 -4.62 2.08 1.47
H40 -4.38 1.68 3.98
H41 -2.82 2.07 3.08
H42 -3.67 -0.69 4.06
H43 -2.17 0.22 4.15
H44 -3.26 -1.54 1.98
H45 -1.61 -0.80 2.02

Properties
<S²>: 0.77
Charge: +3
Spin multiplicity: 2
ΔE to the lowest compared entry with this formula, charge and spin in kJ/mol: 143.3
HOMO-LUMO gap (spin up / spin down) in eV: 6.22 / 3.61

=====

[2]
This record from the Open Molecules 2025 dataset describes a molecular structure, C40H45GeInN4 at a distorted geometry. The level of theory is ωB97M-V/def2-TZVPD.

CARTESIAN COORDINATES (ANGSTROEM)
In1 0.02 0.62 0.09
C1 -2.50 -1.01 -1.38
C2 -1.61 -0.58 -2.38
C3 -1.71 0.71 -2.89
C4 -2.69 1.57 -2.41
C5 -3.59 1.14 -1.44
C6 -3.49 -0.15 -0.92
H1 -2.44 -2.03 -1.01
H2 -0.90 -1.28 -2.80
H3 -1.08 1.03 -3.71
H4 -2.79 2.57 -2.83
H5 -4.38 1.79 -1.11
H6 -4.22 -0.50 -0.20
C7 -3.07 3.59 1.88
C8 -3.00 3.36 3.25
C9 -2.07 2.45 3.74
C10 -1.25 1.78 2.85
N1 -1.32 2.02 1.55
C11 -2.20 2.90 1.06
C12 -0.23 0.77 3.25
C13 0.11 0.54 4.57
C14 1.02 -0.45 4.89
C15 1.60 -1.19 3.87
C16 1.25 -0.89 2.57
N2 0.36 0.06 2.26
H7 -3.77 4.29 1.46
H8 -3.66 3.89 3.92
H9 -2.01 2.28 4.81
H10 -2.19 3.05 -0.01
H11 -0.32 1.14 5.36
H12 1.28 -0.64 5.92
H13 2.32 -1.97 4.08
H14 1.69 -1.43 1.75
C17 1.88 -0.72 -2.57
N3 2.27 -0.23 -1.25
C18 2.91 -1.29 -0.46
C19 3.12 0.97 -1.37
C20 3.11 1.85 -0.13
N4 1.81 2.45 0.18
C21 1.78 2.97 1.55
C22 1.35 3.45 -0.79
H15 2.76 -0.88 -3.21
H16 1.22 -0.01 -3.06
H17 1.37 -1.67 -2.47
H18 3.80 -1.67 -0.96
H19 2.20 -2.11 -0.32
H20 3.19 -0.91 0.52
H21 2.81 1.53 -2.24
H22 4.16 0.67 -1.53
H23 3.85 2.65 -0.29
H24 3.42 1.27 0.73
H25 2.47 3.81 1.68
H26 2.07 2.19 2.26
H27 0.77 3.31 1.80
H28 2.07 4.27 -0.90
H29 0.40 3.87 -0.46
H30 1.20 3.00 -1.77
C23 2.68 -4.71 4.19
C24 1.30 -4.88 4.29
C25 0.51 -4.77 3.16
C26 1.09 -4.49 1.92
C27 2.48 -4.31 1.83
C28 3.27 -4.42 2.96
Ge1 -0.05 -4.46 0.39
C29 0.60 -4.69 -1.37
C30 -0.20 -4.31 -2.45
C31 0.25 -4.50 -3.75
C32 1.51 -5.05 -3.96
C33 2.32 -5.43 -2.89
C34 1.86 -5.26 -1.60
C35 -1.90 -4.09 0.71
C36 -2.88 -4.81 0.02
C37 -4.22 -4.57 0.30
C38 -4.57 -3.62 1.25
C39 -3.60 -2.89 1.92
C40 -2.26 -3.13 1.66
H31 3.29 -4.81 5.08
H32 0.84 -5.13 5.24
H33 -0.57 -4.93 3.24
H34 2.95 -4.09 0.87
H35 4.34 -4.30 2.89
H36 -1.19 -3.88 -2.29
H37 -0.37 -4.23 -4.59
H38 1.86 -5.21 -4.98
H39 3.29 -5.87 -3.07
H40 2.47 -5.60 -0.76
H41 -2.61 -5.56 -0.71
H42 -4.98 -5.14 -0.22
H43 -5.62 -3.45 1.47
H44 -3.89 -2.15 2.66
H45 -1.49 -2.57 2.20

Properties
<S²>: 0.76
Charge: +3
Spin multiplicity: 2
ΔE to the lowest compared entry with this formula, charge and spin in kJ/mol: 35.2
HOMO-LUMO gap (spin up / spin down) in eV: 6.51 / 7.04

=====

[3]
This record from the Open Molecules 2025 dataset describes 2 unconnected molecules or ions with the total composition C40H45N5O2S at a distorted geometry. The level of theory is ωB97M-V/def2-TZVPD.

CARTESIAN COORDINATES (ANGSTROEM)
C1 2.47 -4.51 -0.51
N1 1.43 -3.92 0.33
C2 1.67 -2.61 0.83
O1 2.81 -2.17 0.90
C3 0.42 -1.93 1.26
C4 0.16 -0.58 1.23
C5 1.26 0.37 1.08
C6 1.99 0.42 -0.12
C7 3.06 1.28 -0.31
C8 3.56 2.00 0.81
C9 2.94 1.83 2.09
C10 1.74 1.15 2.16
C11 3.58 2.37 3.33
C12 4.98 2.93 3.09
C13 5.05 3.68 1.77
N2 4.64 2.81 0.67
C14 5.04 3.26 -0.64
C15 5.01 2.13 -1.65
C16 3.68 1.40 -1.66
C17 -0.41 -2.84 2.05
O2 -1.44 -2.51 2.64
N3 0.10 -4.15 2.20
C18 -0.60 -5.01 3.17
C19 0.71 -4.79 1.13
S1 0.67 -6.44 0.87
H1 2.95 -3.73 -1.10
H2 3.21 -5.02 0.12
H3 1.99 -5.25 -1.15
H4 -0.74 -0.24 1.73
H5 1.72 -0.27 -0.93
H6 1.18 1.12 3.10
H7 3.65 1.58 4.08
H8 2.93 3.15 3.76
H9 5.70 2.11 3.08
H10 5.27 3.61 3.89
H11 6.06 4.04 1.55
H12 4.37 4.55 1.80
H13 4.35 4.07 -0.97
H14 6.05 3.69 -0.56
H15 5.23 2.52 -2.65
H16 5.80 1.41 -1.40
H17 3.82 0.39 -2.06
H18 2.96 1.89 -2.34
H19 -0.79 -4.42 4.07
H20 -1.54 -5.39 2.76
H21 0.07 -5.85 3.37
C20 0.20 6.07 -0.80
C21 -0.56 4.79 -0.62
C22 -0.05 3.60 -1.13
C23 -0.82 2.44 -1.21
C24 -0.38 1.35 -2.14
C25 -2.04 2.41 -0.49
N4 -2.97 1.32 -0.67
C26 -3.82 1.40 -1.79
C27 -3.88 0.20 -2.43
N5 -3.14 -0.71 -1.72
C28 -3.40 -2.06 -1.44
C29 -3.74 -3.07 -2.35
C30 -4.18 -2.76 -3.74
C31 -3.68 -4.38 -1.85
C32 -3.37 -4.63 -0.50
C33 -3.05 -6.01 -0.03
C34 -3.36 -3.57 0.41
C35 -3.28 -2.27 -0.08
C36 -3.10 -0.95 0.61
C37 -2.53 -0.08 -0.55
C38 -2.55 3.58 0.08
C39 -3.93 3.56 0.65
C40 -1.81 4.76 0.01
H22 -0.36 6.90 -0.37
H23 1.19 6.02 -0.34
H24 0.36 6.30 -1.86
H25 0.93 3.61 -1.61
H26 0.39 1.74 -2.81
H27 0.10 0.53 -1.60
H28 -1.19 0.95 -2.74
H29 -4.29 2.33 -2.07
H30 -4.40 -0.03 -3.34
H31 -4.15 -3.68 -4.31
H32 -5.21 -2.38 -3.74
H33 -3.54 -2.01 -4.22
H34 -3.86 -5.21 -2.53
H35 -3.27 -6.74 -0.82
H36 -1.98 -6.12 0.22
H37 -3.62 -6.28 0.87
H38 -3.38 -3.74 1.48
H39 -4.07 -0.52 0.96
H40 -2.45 -1.02 1.49
H41 -1.44 -0.12 -0.56
H42 -4.00 4.25 1.50
H43 -4.68 3.87 -0.09
H44 -4.20 2.55 0.99
H45 -2.23 5.69 0.41

Properties
SMILES: CN1C(=O)C(=Cc2cc3c4c(c2)CCCN4CCC3)C(=O)N(C)C1=S.Cc1cc(C)c(N2C=CN3c4c(C)cc(C)cc4C[C@H]23)c(C)c1
ΔE to the lowest compared entry with this formula, charge and spin in kJ/mol: 33.4
HOMO-LUMO gap in eV: 5.57

=====

Number 1: E_tot -263962.4601 eV. Number 2: E_tot -109836.2267 eV. Number 3: E_tot -64591.0330 eV.